Record 1
Density functional theory data (wB97M-V/def2-TZVPD) for a single C4H11NO molecule.

Results
DFT total energy: -7863.0902 eV
multiplicity: 1
E_LUMO: 0.98 eV
ΔE to the lowest compared entry with this formula, charge and spin: 141.2 kJ/mol
highest occupied orbital energy: -8.975 eV
Kohn-Sham gap: 9.96 eV

XYZ file:
```
17
Properties=species:S:1:pos:R:3:forces:R:3
C 1.355 0.025 1.383 0.03 -1.01 0.05
C 0.743 0.812 0.200 -0.50 -0.99 1.59
C 1.214 0.453 -1.179 0.46 1.21 -0.83
N -0.754 0.686 0.296 0.22 0.06 -0.94
C -1.515 -0.217 -0.569 0.11 0.83 1.58
O -1.397 -1.595 -0.200 -0.48 -0.05 -0.36
H 2.350 -0.388 1.220 0.38 0.58 -0.19
H 0.805 -0.901 1.608 -0.27 0.23 -0.21
H 1.346 0.570 2.328 0.07 0.22 -0.19
H 1.065 1.850 0.361 -0.60 -0.03 -0.09
H 0.536 1.031 -1.818 -0.12 -0.78 -0.44
H 1.373 -0.587 -1.464 -0.61 -0.04 0.15
H 2.145 0.971 -1.423 0.31 -0.20 0.47
H -1.095 0.474 1.229 0.46 0.41 0.07
H -1.289 -0.110 -1.616 0.19 0.20 -0.32
H -2.539 0.127 -0.359 0.04 -0.63 -0.46
H -0.609 -1.694 0.329 0.31 -0.01 0.09
```
Positions in Å, forces in eV/Å.

Record 2
Density functional theory data (wB97M-V/def2-TZVPD) for a molecular structure, C26H30N2P2Sm.

Results
DFT total energy: -66904.8122 eV
expectation value of S²: 8.797
multiplicity: 6
E_LUMO (spin up / spin down): -3.67 / -3.64 eV
ΔE to the lowest compared entry with this formula, charge and spin: 0.0 kJ/mol
charge: +1
highest occupied orbital energy (spin up / spin down): -9.265 / -9.274 eV
Kohn-Sham gap (spin up / spin down): 5.59 / 5.63 eV

XYZ file:
```
61
Properties=species:S:1:pos:R:3:forces:R:3
C 1.724 -0.744 -4.606 -0.06 -0.29 -0.07
C 1.271 -0.069 -3.474 -0.65 -0.28 0.22
C -0.120 -0.158 -3.163 0.24 -0.12 -0.08
C -0.989 -0.918 -3.960 0.53 -0.22 -0.43
C -0.497 -1.597 -5.075 0.05 0.30 0.10
C 0.853 -1.500 -5.405 0.14 0.02 0.04
C -2.413 -1.027 -3.502 -0.07 -0.21 0.22
C -2.881 0.255 -2.877 -0.38 0.45 0.18
C -1.946 0.970 -2.115 -0.45 0.26 -0.06
C -2.321 2.170 -1.440 -0.03 -0.73 -0.36
C -3.642 2.596 -1.565 -0.20 -0.19 -0.01
C -4.575 1.878 -2.328 0.08 -0.02 0.06
C -4.196 0.704 -2.977 0.20 0.21 0.03
H 2.784 -0.696 -4.864 -0.29 0.02 0.02
H -1.188 -2.198 -5.670 0.28 0.16 0.08
H 1.236 -2.023 -6.282 -0.07 0.17 0.27
H -3.064 -1.309 -4.334 0.04 -0.10 0.16
H -3.960 3.503 -1.047 0.09 -0.20 -0.18
H -5.601 2.233 -2.413 0.28 -0.05 0.08
H -4.909 0.121 -3.565 0.14 0.27 0.19
N -0.643 0.475 -2.037 1.02 0.06 1.37
Sm -0.308 -0.701 0.011 -0.63 -0.14 -2.77
C 2.210 0.710 -2.576 -0.12 0.13 0.17
H 1.866 1.751 -2.464 0.12 -0.22 -0.13
H 3.233 0.697 -2.976 -0.23 0.12 -0.05
C -1.306 2.957 -0.642 0.26 -0.27 -0.09
H -0.472 3.279 -1.286 -0.27 -0.02 0.05
H -1.774 3.840 -0.187 0.14 -0.11 -0.20
P 2.300 0.033 -0.850 0.56 0.31 -0.99
P -0.495 2.015 0.738 -1.09 1.05 -0.03
C -1.736 2.259 2.062 0.14 -0.18 0.18
H -1.331 1.838 2.992 -0.20 0.14 -0.07
H -1.951 3.327 2.197 0.05 -0.27 0.01
H -2.647 1.712 1.804 0.13 0.10 0.03
C 0.780 3.205 1.255 0.39 -0.12 0.12
H 0.315 4.126 1.635 0.18 -0.23 -0.16
H 1.377 2.739 2.048 -0.04 0.25 -0.08
H 1.445 3.438 0.414 -0.14 0.01 0.20
C 3.084 -1.588 -1.180 0.02 -0.12 0.25
H 3.961 -1.459 -1.828 -0.18 -0.16 0.16
H 3.381 -2.031 -0.221 0.06 0.00 -0.26
H 2.368 -2.264 -1.667 0.22 0.13 -0.01
C 3.656 0.965 -0.068 0.14 0.04 0.18
H 3.724 0.641 0.980 0.09 0.13 -0.24
H 4.615 0.772 -0.571 -0.25 0.13 0.13
H 3.439 2.042 -0.078 0.08 -0.29 -0.02
H -2.475 -1.831 -2.733 -0.07 0.17 -0.30
H -2.088 -0.532 0.648 -0.97 0.12 0.71
N 0.955 -0.820 1.950 2.16 -0.82 4.24
C 1.350 -1.079 3.035 -1.74 0.67 -3.33
C 1.564 -1.475 4.367 0.58 -0.38 1.40
C 2.858 -1.602 4.918 -0.12 -0.03 0.03
C 3.005 -2.049 6.232 -0.10 0.07 -0.17
C 1.877 -2.366 7.000 -0.05 0.09 -0.23
C 0.592 -2.236 6.460 0.14 0.09 -0.18
C 0.434 -1.790 5.151 -0.15 -0.02 -0.08
H 3.732 -1.355 4.311 -0.28 -0.10 0.24
H 4.006 -2.153 6.661 -0.41 0.05 -0.19
H 1.996 -2.717 8.027 0.00 0.11 -0.33
H -0.293 -2.481 7.052 0.36 0.09 -0.19
H -0.565 -1.689 4.717 0.36 -0.04 0.17
```
Positions in Å, forces in eV/Å.

Record 3
Density functional theory data (wB97M-V/def2-TZVPD) for a molecular structure, C41H33FeN9O4S2.

Results
DFT total energy: -120703.0998 eV
expectation value of S²: 0.803
multiplicity: 2
E_LUMO (spin up / spin down): -3.61 / -3.65 eV
ΔE to the lowest compared entry with this formula, charge and spin: 113.4 kJ/mol
charge: +1
highest occupied orbital energy (spin up / spin down): -9.014 / -9.186 eV
Kohn-Sham gap (spin up / spin down): 5.40 / 5.54 eV

XYZ file:
```
90
Properties=species:S:1:pos:R:3:forces:R:3
Fe 1.541 0.737 -0.576 0.04 0.09 0.00
S 4.412 2.157 2.071 -0.01 0.00 0.02
C 4.406 3.302 0.756 -0.02 0.01 -0.02
C 3.266 3.308 0.062 0.01 0.02 0.02
C 2.239 2.361 0.544 0.01 -0.10 -0.02
C 2.800 1.637 1.679 0.02 -0.02 -0.04
C 2.319 0.343 2.082 0.00 0.01 0.02
C 2.540 -0.236 3.339 0.00 0.01 0.00
C 1.986 -1.468 3.617 -0.01 0.00 -0.01
C 1.215 -2.106 2.647 0.01 0.00 0.01
C 1.068 -1.492 1.418 0.00 0.00 0.00
N 1.626 -0.318 1.126 -0.01 -0.01 0.01
H 5.279 3.910 0.583 0.00 0.00 0.00
H 3.103 3.985 -0.767 0.00 0.00 0.00
H 3.107 0.305 4.085 0.00 0.00 0.00
H 2.130 -1.923 4.588 0.00 0.00 0.00
H 0.741 -3.058 2.839 0.00 0.00 0.00
H 0.493 -1.954 0.623 0.00 0.00 0.00
O -3.110 6.478 -1.876 0.02 0.01 0.01
N -2.296 6.322 -0.996 -0.03 -0.02 0.02
O -2.216 6.986 0.019 0.00 0.01 -0.02
C -1.292 5.257 -1.194 0.01 0.02 -0.03
C -0.863 5.071 -2.450 -0.01 0.00 0.01
C 0.092 4.049 -2.730 0.00 -0.01 0.01
C 0.465 3.780 -4.060 0.01 -0.01 0.01
C 1.282 2.718 -4.323 -0.01 0.01 -0.01
C 1.654 1.897 -3.255 0.00 0.00 -0.01
N 1.326 2.136 -1.999 -0.01 -0.01 0.01
C 0.611 3.252 -1.699 -0.02 0.01 0.03
C 0.281 3.613 -0.320 0.00 0.00 -0.03
N 0.960 3.106 0.762 -0.01 0.02 0.01
C 0.505 3.271 1.992 0.00 0.00 0.00
C -0.648 3.993 2.261 -0.01 0.01 0.00
C -1.249 4.669 1.238 -0.01 -0.01 0.01
C -0.756 4.530 -0.074 0.02 0.00 0.00
H -1.274 5.663 -3.256 0.00 0.00 0.00
H 0.084 4.410 -4.853 0.00 0.00 0.00
H 1.599 2.474 -5.326 0.00 0.00 0.00
H 2.223 0.993 -3.424 0.01 0.00 0.00
H 1.111 2.828 2.768 -0.01 0.00 0.00
H -1.006 4.068 3.277 0.00 0.00 0.00
H -2.092 5.313 1.431 0.00 0.00 0.00
C -5.614 -3.740 3.985 0.00 0.00 0.01
O -6.451 -3.209 2.975 0.00 0.00 -0.01
C -5.962 -3.165 1.709 -0.01 0.01 0.01
C -6.838 -2.685 0.736 0.00 0.00 0.00
C -6.441 -2.614 -0.583 -0.01 0.00 0.01
C -5.145 -2.974 -0.939 0.04 -0.02 -0.03
C -4.281 -3.473 0.019 0.00 0.01 0.00
C -4.684 -3.577 1.345 0.01 -0.01 -0.01
N -4.795 -2.955 -2.334 -0.09 -0.01 0.05
N -3.791 -2.369 -2.751 0.05 0.04 -0.02
C -2.965 -1.531 -1.933 0.02 -0.05 -0.02
C -3.429 -0.580 -1.051 -0.03 0.02 0.00
C -2.574 0.322 -0.408 0.00 0.00 0.00
C -1.202 0.288 -0.621 0.01 0.00 0.00
O -0.349 1.093 -0.063 -0.03 0.01 0.00
C -0.714 -0.692 -1.545 -0.01 -0.01 0.00
N 0.637 -0.687 -1.743 0.00 0.00 0.00
C 1.141 -1.505 -2.642 -0.01 -0.01 -0.01
C 0.352 -2.405 -3.382 0.00 0.00 0.00
C -0.997 -2.448 -3.171 0.01 0.01 0.00
C -1.580 -1.573 -2.224 0.01 0.01 -0.01
H -6.190 -3.700 4.905 0.00 0.00 0.00
H -4.705 -3.143 4.101 0.00 0.00 0.00
H -5.344 -4.777 3.772 0.00 0.00 0.00
H -7.836 -2.395 1.037 0.00 0.00 0.00
H -7.127 -2.274 -1.347 0.00 0.00 -0.01
H -3.288 -3.793 -0.269 0.01 0.00 0.01
H -4.000 -3.984 2.075 0.00 0.00 0.00
H -4.491 -0.511 -0.858 0.01 0.00 0.00
H -2.979 1.064 0.268 0.00 0.00 0.00
H 2.211 -1.433 -2.807 0.00 0.00 0.00
H 0.825 -3.043 -4.115 0.00 0.00 0.00
H -1.634 -3.123 -3.726 0.00 0.00 0.00
S 3.800 0.211 -1.242 0.00 0.00 -0.01
C 4.221 -1.124 -0.240 0.00 0.01 -0.01
N 3.665 -2.325 -0.392 -0.01 0.00 0.00
C 3.966 -3.480 0.448 0.01 -0.01 0.00
C 5.390 -3.364 0.965 -0.01 0.00 0.01
C 5.576 -2.008 1.623 0.01 -0.01 0.00
N 5.144 -0.964 0.701 -0.01 0.01 0.01
H 2.953 -2.395 -1.099 0.00 0.00 0.00
H 3.842 -4.378 -0.156 0.00 0.00 0.00
H 3.259 -3.528 1.280 0.00 0.00 0.00
H 6.093 -3.473 0.138 0.00 0.00 0.00
H 5.590 -4.157 1.684 0.00 0.00 0.00
H 6.622 -1.832 1.869 0.00 0.00 0.00
H 4.994 -1.944 2.548 0.00 0.00 0.00
H 5.468 -0.016 0.828 0.00 0.00 -0.01
```
Positions in Å, forces in eV/Å.